{
  "formula": "C20H39AsF6NO10P2Pt",
  "method": "ωB97M-V/def2-TZVPD",
  "spin_multiplicity": 6,
  "orbital_gap_ev": [9.675, 6.139],
  "lumo_energy_ev": [-4.6, -10.4],
  "largest_force_ha_per_bohr": 0.0086,
  "charge": 2,
  "elements": ["Pt", "C", "C", "C", "O", "P", "O", "C", "P", "O", "O", "C", "C", "C", "O", "C", "C", "C", "O", "C", "C", "C", "H", "H", "H", "H", "H", "H", "H", "H", "H", "H", "H", "H", "H", "H", "H", "H", "H", "H", "H", "H", "H", "H", "H", "H", "H", "H", "H", "H", "H", "H", "O", "C", "O", "C", "O", "O", "C", "C", "C", "C", "C", "N", "H", "H", "H", "H", "H", "H", "H", "H", "H", "F", "As", "F", "F", "F", "F", "F"],
  "positions_angstrom": [[0.0431, -0.1794, -0.0365], [-2.1004, 5.8990, 1.1819], [-1.8432, 4.8786, 2.2666], [-2.9765, 4.7529, 3.2544], [-1.6865, 3.5493, 1.6176], [-0.3584, 2.7485, 1.4669], [-0.7240, 1.2865, 1.3596], [0.5024, 3.3260, -0.0183], [-0.2777, 2.7729, -1.5288], [-0.9326, 1.4463, -1.4441], [0.4657, 3.0788, -2.8065], [1.5323, 4.0045, -3.3889], [2.6705, 4.1688, -2.4206], [0.8350, 5.2757, -3.7908], [-1.5925, 3.8962, -1.5702], [-2.7122, 3.5916, -2.2255], [-3.5059, 4.7827, -2.6747], [-3.7153, 2.8072, -0.9996], [0.6554, 3.1295, 2.5648], [0.4979, 2.8969, 4.0418], [0.9389, 1.4898, 4.3582], [1.3260, 3.9642, 4.7075], [-2.1847, 6.8894, 1.6281], [-3.0420, 5.6835, 0.6720], [-1.2935, 5.9259, 0.4484], [-0.9028, 5.0970, 2.7750], [-3.9027, 4.4924, 2.7405], [-3.1227, 5.7070, 3.7608], [-2.7752, 3.9930, 4.0078], [1.5128, 2.9072, 0.0030], [0.5935, 4.4140, -0.0096], [1.8350, 3.4120, -4.2477], [2.4030, 4.8117, -1.5800], [3.4866, 4.6582, -2.9536], [3.0392, 3.2068, -2.0713], [0.4786, 5.8233, -2.9142], [0.0041, 5.0854, -4.4689], [1.5488, 5.9141, -4.3129], [-2.6268, 2.7369, -2.9061], [-3.6172, 5.5125, -1.8730], [-4.4793, 4.4846, -3.0547], [-2.9410, 5.2538, -3.4872], [-3.8408, 3.5597, -0.2300], [-3.1208, 1.9504, -0.7021], [-4.6051, 2.5835, -1.5787], [-0.5631, 3.0287, 4.2604], [1.9744, 1.3394, 4.0516], [0.2963, 0.7571, 3.8696], [0.8761, 1.3253, 5.4334], [2.3760, 3.8516, 4.4373], [1.2369, 3.8622, 5.7888], [0.9954, 4.9653, 4.4311], [2.4742, -1.3457, 3.1010], [1.7365, -1.0502, 2.2451], [1.7234, -0.3242, 1.2082], [-0.0533, -1.9070, 2.4513], [-0.0920, -2.4574, 3.4805], [-0.6973, -1.6513, 1.4213], [-0.2342, -3.4255, -3.8557], [-1.6029, -3.0420, -3.2627], [-2.4812, -2.3552, -4.3211], [-2.3085, -4.2654, -2.6586], [-1.3474, -2.0780, -2.1895], [-1.1407, -1.3291, -1.3477], [-0.4036, -4.1509, -4.6507], [0.4114, -3.8805, -3.1053], [0.2739, -2.5582, -4.2753], [-2.6554, -3.0635, -5.1301], [-1.9838, -1.4782, -4.7359], [-3.4475, -2.0644, -3.9085], [-2.4740, -4.9895, -3.4553], [-3.2742, -3.9969, -2.2307], [-1.6972, -4.7366, -1.8897], [1.7907, 1.0153, -1.2321], [2.4186, -0.2561, -2.4104], [1.5411, -1.3919, -1.2788], [0.8993, -0.0645, -3.2049], [2.8368, -1.5643, -3.3932], [3.1113, 0.9718, -3.3620], [3.7747, -0.3802, -1.4050]],
  "lowdin_spin": [2.093, 0.001, 0.001, 0.000, 0.008, 0.015, 0.113, -0.002, 0.012, 0.078, 0.020, 0.001, 0.000, 0.001, 0.320, 0.204, 0.048, 0.317, 0.004, 0.000, 0.002, 0.000, 0.000, 0.000, 0.000, 0.000, 0.000, 0.000, 0.000, 0.000, 0.000, 0.001, 0.000, 0.000, 0.000, 0.000, 0.000, 0.000, 0.022, 0.005, 0.000, 0.019, 0.009, 0.011, 0.016, 0.000, 0.001, 0.002, 0.000, 0.000, 0.000, 0.000, 0.256, 0.201, 0.309, 0.147, 0.223, 0.265, 0.002, 0.002, 0.000, -0.001, 0.022, 0.105, 0.000, 0.000, 0.000, 0.000, 0.000, 0.000, 0.000, 0.000, 0.000, 0.053, 0.000, 0.087, -0.001, 0.003, 0.001, 0.001]
}